84
Properties=species:S:1:pos:R:3:forces:R:3 method="wB97M-V/def2-TZVPD" homo_ev=-10.1 total_energy_ev=-72662.9277 homo_lumo_gap_ev=8.22 charge=0 de_lowest_kcal_mol=3.7
O 8.974327 18.800752 13.883730 1.580 0.127 0.447
C 10.160704 18.868840 14.181484 0.559 -0.101 0.283
C 10.693571 19.153913 15.563433 -0.860 -0.707 -0.340
C 11.940609 18.924459 15.948319 -0.127 -1.025 -0.197
C 12.929296 18.313326 15.014937 -2.072 2.715 -0.531
O 13.981094 17.919797 15.385637 2.271 -1.282 0.707
C 12.561337 18.482189 13.595484 0.117 -0.530 -0.040
C 11.297827 18.669934 13.233368 -0.652 0.184 -1.956
H 9.961725 19.315524 16.307256 -0.821 0.674 0.650
H 12.210556 18.970103 16.986526 0.204 0.162 0.296
H 13.394577 18.414634 12.901618 -0.288 -0.132 -0.184
H 11.047297 18.727948 12.153669 0.111 -0.014 0.774
O 13.572523 21.777408 14.929032 -1.054 -0.344 0.139
C 14.679359 22.134987 14.647074 1.424 0.577 -0.099
C 15.817876 21.126185 14.596723 -0.420 -0.678 1.094
C 17.057109 21.520509 14.311567 -1.755 1.605 0.119
C 17.257372 22.945801 13.873334 -2.077 -0.636 1.008
O 18.269338 23.229214 13.341032 2.732 1.034 -1.405
C 16.203342 23.994825 14.129774 0.959 0.507 0.095
C 14.995407 23.629858 14.495788 0.255 -2.358 0.047
H 15.567759 20.112661 15.041578 0.272 1.244 -0.901
H 17.958619 20.990671 14.430351 0.760 -0.965 -0.127
H 16.508459 25.062531 14.081810 -0.099 -0.952 -0.202
H 14.227554 24.286432 14.779061 -1.012 0.797 0.133
O 15.091795 9.031940 12.502346 0.017 -0.010 -0.030
C 15.344791 9.935978 13.259438 -0.085 0.720 0.813
C 15.570100 9.696339 14.747035 0.236 0.292 -0.786
C 15.982356 10.695000 15.538475 -0.056 -0.781 -0.821
C 16.316473 12.033270 15.005013 0.280 -0.014 -0.092
O 16.932570 12.859972 15.640733 -0.036 -0.017 0.449
C 15.937321 12.315067 13.620910 -0.855 -0.677 -0.886
C 15.437074 11.378096 12.805452 0.061 -0.407 0.376
H 15.477872 8.657906 15.079883 -0.102 0.433 -0.039
H 16.234355 10.490631 16.545551 0.147 0.058 0.983
H 16.010965 13.331788 13.298826 0.163 0.460 -0.034
H 15.075377 11.609112 11.805651 0.233 -0.084 0.102
O 11.384458 15.427770 13.832261 -0.154 0.404 -0.520
C 10.302853 15.078543 14.257757 1.442 -0.607 1.191
C 10.227105 14.781498 15.755265 -0.791 0.442 -0.141
C 9.145040 14.185407 16.233608 -2.125 -0.365 -0.626
C 7.939154 13.750365 15.293703 2.804 0.061 1.335
O 7.091581 12.989745 15.708030 0.269 0.938 -0.753
C 8.094058 14.209333 13.861423 -1.671 -0.834 1.022
C 9.154347 14.795865 13.348570 0.872 0.573 0.664
H 10.980406 15.105178 16.505893 -0.111 -0.138 -1.265
H 8.991506 14.018832 17.298744 0.059 -0.212 -0.220
H 7.195579 13.943790 13.350600 -0.310 -0.005 -0.947
H 9.301458 15.105394 12.312997 -0.234 -0.196 0.265
O 16.945663 21.275866 10.687546 1.846 -0.030 0.157
C 18.156376 21.562041 10.641931 -2.562 -0.117 0.156
C 18.507396 22.842034 9.979860 0.807 0.023 -0.220
C 19.764203 23.260968 9.917416 1.031 0.418 0.718
C 20.844066 22.494052 10.609397 -0.418 -1.185 -0.194
O 21.990258 22.865742 10.676463 0.097 0.394 -0.036
C 20.468886 21.153408 11.205565 0.271 0.146 0.764
C 19.200604 20.722858 11.268866 1.025 0.418 -0.378
H 17.732690 23.430323 9.519965 -0.399 -0.193 0.063
H 20.116732 24.218696 9.514663 -0.437 -0.422 -0.077
H 21.298187 20.621113 11.729376 -0.719 0.441 -0.663
H 18.984030 19.791345 11.780201 -0.502 0.119 -0.140
O 13.369272 18.303705 8.865450 1.011 1.338 -1.167
C 14.131920 19.097750 8.317302 0.886 -0.108 0.609
C 15.334961 18.612935 7.472892 -0.942 0.158 1.266
C 16.373173 19.397650 7.185095 0.520 -0.277 -0.192
C 16.449943 20.822211 7.582498 -1.248 -0.915 1.227
O 17.477615 21.434251 7.483680 0.514 0.709 -0.381
C 15.267038 21.322051 8.354448 -0.169 0.158 -0.491
C 14.196596 20.574308 8.644166 0.379 -0.449 -0.454
H 15.360092 17.536031 7.434882 0.109 -0.216 -0.525
H 17.345481 19.044614 6.818376 -0.600 -0.204 -0.141
H 15.315265 22.350851 8.692544 0.037 -0.058 -0.056
H 13.417011 21.043462 9.206120 -0.565 -0.174 0.306
O 15.208252 13.848040 10.666302 0.284 0.407 0.156
C 15.719096 14.862425 11.112513 -0.800 -0.064 0.162
C 16.973991 15.382403 10.612752 3.106 1.019 -1.483
C 17.685090 16.448223 11.076302 -0.904 -1.043 0.958
C 17.193031 17.100457 12.352066 -0.297 0.512 -0.299
O 17.772502 18.046641 12.880287 -0.813 -1.432 -0.519
C 15.832578 16.580668 12.848061 -0.231 0.947 0.150
C 15.107644 15.650363 12.191827 1.908 0.827 0.400
H 17.435797 14.858348 9.759062 -0.577 0.058 0.379
H 18.664034 16.754432 10.669074 -0.740 -0.156 0.168
H 15.394342 17.163784 13.697306 0.493 -0.695 -0.710
H 14.130419 15.384922 12.445598 -1.459 -0.286 0.640

=====

83
Properties=species:S:1:pos:R:3:forces:R:3 method="wB97M-V/def2-TZVPD" homo_ev="-7.4 / -7.9" total_energy_ev=-87505.3362 homo_lumo_gap_ev="7.16 / 7.88" s_squared=0.759 multiplicity=2 charge=0 de_lowest_kcal_mol=39.3
Ru -0.631996 -0.702459 0.026084 1.983 -0.676 -1.061
O 0.804441 -2.105868 0.758682 -0.362 1.074 0.389
N 1.326849 -2.934280 -0.066261 -0.014 -0.224 0.299
N 0.737454 -3.018390 -1.172844 0.002 -0.266 -0.503
O -0.319237 -2.324835 -1.490606 -0.501 0.480 0.077
C 1.289665 -3.905084 -2.172860 -0.040 0.003 -0.071
C 0.870089 -3.741268 -3.481226 -0.049 0.088 -0.002
C 1.389292 -4.571809 -4.465048 0.002 0.018 0.030
C 2.309661 -5.555398 -4.137684 -0.020 0.006 -0.017
C 2.715285 -5.709892 -2.818451 0.008 0.010 0.023
C 2.208176 -4.887771 -1.826076 -0.027 0.071 0.128
H 0.152913 -2.965677 -3.706383 0.000 -0.015 -0.020
H 1.073121 -4.442386 -5.491944 -0.011 -0.005 0.020
H 2.709914 -6.203509 -4.906664 -0.004 0.014 0.011
H 3.433105 -6.477086 -2.558404 -0.020 0.012 0.012
H 2.515409 -4.993914 -0.795613 0.018 -0.027 -0.024
O -2.246345 -1.407768 3.411012 -0.154 0.082 0.009
C -1.781678 -0.362747 2.994552 0.312 -0.020 -0.133
O -1.829943 0.117316 1.789844 -0.885 -0.359 -0.109
C -1.013057 0.589401 3.863382 0.065 0.128 0.065
C -1.297652 0.753405 5.210710 0.075 0.046 0.024
C -0.692901 1.780760 5.918010 -0.004 -0.017 0.033
C 0.201145 2.633086 5.280654 0.038 0.024 0.005
C 0.531395 2.432317 3.948663 0.025 -0.080 -0.012
C -0.070831 1.400553 3.233950 0.102 -0.229 0.053
P 0.387863 1.135003 1.469736 -0.651 0.038 -0.745
C 2.209586 1.198301 1.562787 0.031 -0.283 -0.068
C 2.827989 0.594468 2.661639 0.040 0.005 -0.058
C 4.206336 0.447990 2.705642 -0.023 -0.008 0.016
C 4.988134 0.883463 1.644455 -0.017 -0.004 -0.019
C 4.383377 1.457347 0.536070 -0.003 0.070 0.036
C 3.004185 1.604597 0.490608 -0.025 0.202 0.196
C -0.177286 2.740834 0.779549 0.090 0.093 0.073
C 0.676483 3.792161 0.450690 -0.105 0.000 0.004
C 0.167444 4.976201 -0.070754 0.017 0.004 0.027
C -1.198466 5.138909 -0.236784 -0.023 -0.030 -0.032
C -2.059666 4.116706 0.140215 0.055 -0.038 -0.026
C -1.554521 2.926497 0.640079 -0.033 0.031 0.028
H -2.011286 0.086518 5.677300 -0.009 0.004 -0.025
H -0.926530 1.928934 6.965327 -0.007 0.015 -0.027
H 0.647168 3.456096 5.824981 0.017 -0.025 -0.001
H 1.251459 3.081827 3.463975 0.007 -0.004 0.030
H 2.227505 0.228839 3.484801 0.019 0.008 0.015
H 4.669909 -0.014288 3.568111 -0.021 -0.002 -0.014
H 6.064650 0.765700 1.677006 -0.032 0.010 0.005
H 4.983389 1.785801 -0.304170 -0.021 -0.002 0.013
H 2.547327 2.042369 -0.385912 0.056 -0.010 0.038
H 1.740082 3.709446 0.616548 0.024 -0.004 -0.037
H 0.845492 5.777680 -0.338110 -0.001 -0.023 0.012
H -1.590792 6.059536 -0.651841 0.008 -0.011 0.035
H -3.131010 4.238967 0.036254 0.011 0.006 0.012
H -2.227172 2.137412 0.948733 0.019 -0.002 -0.024
I -2.514285 0.438253 -1.758127 0.384 0.038 0.659
C -1.005598 1.683253 -2.498561 -0.282 -0.166 0.090
C -1.339484 2.765788 -3.249223 0.082 0.096 -0.073
C -0.306065 3.501287 -3.871636 -0.058 0.029 0.005
C 0.984311 3.070792 -3.780904 0.022 -0.058 0.000
C 1.325657 1.925921 -3.014582 -0.100 -0.068 0.013
C 2.644474 1.410151 -3.003277 0.113 0.061 -0.084
C 2.942399 0.306265 -2.264868 -0.099 -0.216 -0.085
C 1.965490 -0.276853 -1.421215 0.201 0.195 -0.475
C 0.671910 0.174129 -1.401606 -0.446 -0.373 1.242
C 0.316448 1.247056 -2.273833 0.297 0.061 -0.205
H -2.375274 3.049494 -3.385267 0.041 0.008 0.001
H -0.555258 4.384112 -4.446621 0.012 -0.028 -0.012
H 1.772943 3.590155 -4.313462 -0.002 -0.004 0.033
H 3.403447 1.900187 -3.603590 -0.031 0.000 0.010
H 3.943806 -0.109306 -2.280867 -0.020 0.042 0.036
H 2.286585 -1.068217 -0.763264 0.072 0.130 0.052
S -3.100732 -4.896689 0.310456 -0.002 -0.022 0.016
C -1.837907 -3.739426 0.510602 -0.176 -0.119 0.114
N -2.196086 -2.507048 0.586190 -0.120 0.274 -0.017
C -3.586627 -2.390261 0.522886 0.080 -0.136 0.077
C -4.325333 -1.213716 0.664635 -0.077 0.067 -0.041
C -5.701239 -1.279956 0.573670 0.058 -0.010 -0.049
C -6.357929 -2.497271 0.350478 0.010 -0.026 0.007
C -5.644181 -3.672433 0.238612 0.024 -0.015 -0.001
C -4.255332 -3.605866 0.339718 0.038 0.007 0.010
H -0.814847 -4.078986 0.587761 -0.016 0.096 -0.056
H -3.810990 -0.289407 0.888536 0.001 -0.050 0.024
H -6.284332 -0.374304 0.687356 0.013 -0.030 0.008
H -7.438307 -2.520664 0.284289 0.023 0.004 -0.007
H -6.143588 -4.620448 0.083302 -0.003 0.036 0.022

=====

87
Properties=species:S:1:pos:R:3:forces:R:3 method="wB97M-V/def2-TZVPD" homo_ev=-19.6 total_energy_ev=-95807.2869 homo_lumo_gap_ev=6.80 charge=+4
Ta -0.520884 -0.169807 -0.977093 -0.222 -0.234 0.388
O 0.114716 1.212747 -2.224955 -0.009 0.159 -0.106
S 0.858501 2.556596 -2.515714 -0.001 -0.202 -0.054
C 2.464981 2.211688 -1.803215 0.033 0.109 0.087
C 3.346131 3.269667 -1.973932 0.000 -0.007 0.006
C 4.704248 3.100833 -1.735549 -0.024 0.006 -0.001
C 5.180407 1.847479 -1.397778 0.004 -0.036 0.005
C 4.297919 0.783433 -1.250582 -0.011 0.017 0.054
C 2.918409 0.929986 -1.420808 0.046 -0.048 -0.007
P 1.987039 -0.613777 -1.129169 -0.147 0.080 -0.213
C 2.583595 -1.422446 0.355380 -0.021 -0.120 -0.006
C 2.298762 -2.784540 0.533417 -0.014 0.006 -0.035
C 2.687281 -3.422113 1.701288 0.005 -0.011 0.039
C 3.329641 -2.709067 2.707693 -0.009 -0.019 -0.016
C 3.567485 -1.347436 2.555812 0.006 0.045 -0.028
C 3.197958 -0.700603 1.385836 0.008 -0.010 -0.011
C 1.923953 -1.728067 -2.535060 0.117 -0.174 0.051
C 2.729940 -2.870784 -2.602167 0.024 0.165 -0.039
C 2.570618 -3.767370 -3.645041 -0.016 -0.028 -0.050
C 1.597359 -3.556457 -4.618257 0.020 0.013 0.015
C 0.795143 -2.426501 -4.566546 -0.078 0.014 -0.025
C 0.952028 -1.508196 -3.536138 0.033 -0.139 0.239
C -0.152366 3.719834 -1.618167 0.071 0.078 0.054
C 0.149957 5.026536 -1.972315 -0.025 0.017 0.024
C -0.630978 6.081103 -1.507962 0.033 -0.022 -0.018
C -1.754155 5.810926 -0.750820 -0.025 -0.014 0.013
C -2.086259 4.495300 -0.439313 -0.017 0.011 0.001
C -1.293627 3.419366 -0.841882 -0.021 -0.025 -0.099
P -1.934083 1.800709 -0.336205 0.059 0.068 0.028
C -2.433435 1.822413 1.377650 -0.005 -0.028 0.025
C -3.197573 0.754258 1.876025 0.019 0.029 -0.019
C -3.499883 0.697695 3.226010 0.004 -0.003 -0.005
C -3.034259 1.686429 4.087904 0.002 0.006 -0.001
C -2.249299 2.725980 3.603320 0.001 -0.002 0.000
C -1.940311 2.796597 2.253649 0.007 0.019 -0.029
C -3.158573 0.999953 -1.394515 -0.099 0.154 -0.052
C -2.670920 0.127235 -2.411450 0.232 -0.226 0.159
C -3.537250 -0.750331 -3.067576 -0.003 -0.008 0.072
C -4.887849 -0.749178 -2.746086 -0.002 0.006 -0.005
C -5.373740 0.133329 -1.787800 0.016 -0.016 -0.005
C -4.514015 0.981499 -1.090733 0.039 -0.035 0.008
H 2.991836 4.231025 -2.326920 0.017 0.006 0.011
H 5.381095 3.935577 -1.859273 -0.001 0.005 0.004
H 6.240763 1.683982 -1.257319 0.001 0.000 -0.009
H 4.703003 -0.186978 -0.990649 -0.003 -0.016 0.033
H 1.797948 -3.356631 -0.239453 0.005 0.016 0.033
H 2.512291 -4.484512 1.815244 -0.007 0.002 0.000
H 3.657217 -3.216102 3.606609 -0.002 -0.002 0.007
H 4.065889 -0.792133 3.339597 0.011 0.000 0.002
H 3.403162 0.356612 1.283238 0.033 0.048 -0.046
H 3.499395 -3.052791 -1.864704 0.002 0.013 0.039
H 3.216207 -4.633583 -3.705697 -0.002 -0.005 -0.007
H 1.483671 -4.264524 -5.428499 -0.002 0.007 -0.003
H 0.072961 -2.237252 -5.349506 -0.011 -0.026 -0.001
H 0.395347 -0.583182 -3.593086 -0.014 0.156 -0.066
H 0.972038 5.238251 -2.646464 -0.003 0.017 -0.002
H -0.378113 7.097484 -1.779346 0.005 0.002 0.002
H -2.395635 6.615316 -0.415671 -0.004 0.002 -0.007
H -2.987475 4.314068 0.134094 -0.004 -0.007 0.000
H -3.572528 -0.020246 1.218594 -0.028 -0.004 -0.030
H -4.115931 -0.106971 3.605509 -0.006 0.001 0.000
H -3.289205 1.649366 5.139147 -0.001 -0.002 0.002
H -1.886218 3.491660 4.275834 0.002 0.000 0.000
H -1.321453 3.609444 1.898040 -0.007 -0.003 -0.001
H -1.715398 0.289737 -2.927130 -0.117 0.194 -0.116
H -3.165988 -1.387873 -3.859463 0.000 0.003 -0.001
H -5.566896 -1.413013 -3.265063 -0.003 0.003 0.002
H -6.434654 0.160278 -1.572498 0.002 -0.001 0.005
H -4.908730 1.625589 -0.315298 -0.011 -0.004 0.012
O -0.195077 -4.446386 5.634656 -0.019 0.105 -0.015
N 0.098153 -3.303705 5.396226 0.102 -0.054 0.004
O 0.646279 -2.504474 6.118572 -0.062 -0.036 -0.043
C -0.227685 -2.816697 4.023586 -0.013 0.044 -0.008
C -0.828364 -3.684910 3.127254 0.000 -0.007 -0.008
C -1.087587 -3.238585 1.843472 -0.026 -0.019 0.041
C -0.792386 -1.937275 1.468169 -0.055 0.095 0.074
O -1.117478 -1.436671 0.263686 0.364 -0.038 -0.305
C -0.163153 -1.099226 2.398779 0.026 -0.030 -0.009
C 0.121995 -1.528075 3.691261 -0.017 -0.057 0.017
N 0.271094 0.227876 2.039274 -0.062 -0.077 -0.057
O 0.368512 0.575454 0.794348 -0.172 -0.019 -0.054
O 0.622546 0.994074 2.863538 0.078 0.072 0.069
N -1.640521 -4.186264 0.849865 -0.062 0.063 -0.074
O -2.305142 -5.088953 1.270552 0.036 0.028 -0.016
O -1.345972 -3.960620 -0.313495 0.005 -0.069 0.081
H -1.079126 -4.698347 3.423552 0.000 -0.003 -0.001
H 0.612704 -0.894734 4.419684 -0.001 0.004 -0.004